No. 1
117
Properties=species:S:1:pos:R:3 method="wB97M-V/def2-TZVPD" spin_multiplicity=1 max_force_ev_per_a=17.5 gap_ev=8.376 e_homo_ev=-8.3
C -0.379 3.472 2.054
C -0.182 3.935 3.526
C 1.276 3.708 3.985
O -0.360 5.316 3.621
H -1.426 3.564 1.765
H -0.122 2.415 1.987
H 0.348 3.914 1.373
H -0.884 3.427 4.188
H 1.389 2.636 4.145
H 1.422 4.096 4.993
H 2.060 4.182 3.395
H -1.257 5.506 3.338
C 0.886 -1.922 2.586
C 0.180 -2.945 3.464
C 1.059 -4.064 4.027
O -0.379 -2.279 4.584
H 0.277 -1.025 2.478
H 1.045 -2.387 1.613
H 1.874 -1.659 2.965
H -0.655 -3.358 2.898
H 1.712 -3.648 4.794
H 1.777 -4.411 3.284
H 0.487 -4.831 4.549
H -1.067 -1.705 4.239
C 1.008 1.363 -5.347
C 1.578 1.871 -4.026
C 1.026 1.228 -2.735
O 2.930 1.526 -4.125
H -0.058 1.577 -5.422
H 1.053 0.282 -5.473
H 1.482 1.827 -6.212
H 1.513 2.957 -3.959
H 1.234 0.170 -2.572
H -0.053 1.344 -2.837
H 1.283 1.754 -1.816
H 3.460 2.014 -3.490
C -0.253 3.024 -1.134
C -0.835 3.949 -2.155
O -0.106 5.109 -2.075
H 0.835 3.072 -1.085
H -0.463 1.961 -1.257
H -0.553 3.308 -0.126
H -1.894 4.043 -1.916
H -0.784 3.566 -3.174
H -0.236 5.484 -1.201
C -1.187 -3.197 -2.603
C -1.003 -4.715 -2.500
O 0.391 -4.943 -2.316
H -0.967 -2.643 -1.690
H -2.231 -2.955 -2.804
H -0.571 -2.745 -3.380
H -1.427 -5.223 -3.366
H -1.465 -5.109 -1.594
H 0.603 -4.718 -1.407
C -0.775 0.784 3.646
C -1.891 -0.093 3.054
O -1.881 -1.358 3.620
H 0.154 0.304 3.337
H -0.839 0.813 4.733
H -0.705 1.739 3.125
H -1.709 -0.366 2.014
H -2.884 0.340 3.175
H -2.438 -1.916 3.073
C 2.705 -0.923 0.848
C 2.800 -2.471 0.574
O 1.805 -2.897 -0.333
H 1.735 -0.690 1.287
H 2.744 -0.333 -0.068
H 3.463 -0.445 1.469
H 2.629 -2.888 1.566
H 3.818 -2.732 0.286
H 1.925 -2.296 -1.072
C 0.037 -0.307 -0.854
C -0.469 -0.182 0.595
O -0.534 1.145 0.882
H -0.481 0.309 -1.589
H -0.100 -1.322 -1.226
H 1.114 -0.137 -0.865
H 0.092 -0.701 1.373
H -1.487 -0.561 0.512
H 0.357 1.448 1.071
C 2.395 2.125 0.825
O 1.502 1.316 1.610
H 3.025 2.739 1.469
H 3.113 1.537 0.253
H 1.910 2.802 0.122
H 2.021 0.815 2.243
C -3.216 -0.114 -0.664
O -3.500 -1.396 -1.256
H -4.088 0.540 -0.693
H -2.897 -0.113 0.379
H -2.410 0.454 -1.127
H -4.394 -1.377 -1.606
C 1.319 -2.279 -2.589
O 2.416 -1.631 -1.977
H 1.576 -3.249 -3.014
H 0.535 -2.475 -1.858
H 0.894 -1.661 -3.380
H 2.653 -0.971 -2.632
C -0.542 -3.414 0.272
O 0.525 -4.193 -0.337
H -0.697 -3.727 1.304
H -0.390 -2.346 0.116
H -1.454 -3.666 -0.269
H 1.364 -3.727 -0.344
C -2.909 2.309 1.033
O -2.084 2.054 -0.126
H -2.916 1.444 1.696
H -2.586 3.147 1.651
H -3.990 2.348 0.900
H -1.267 1.654 0.179
C -1.362 -0.094 -3.390
O -1.101 -0.203 -4.793
H -1.775 0.890 -3.166
H -1.994 -0.913 -3.046
H -0.483 -0.269 -2.770
H -1.773 0.258 -5.300


No. 2
130
Properties=species:S:1:pos:R:3 method="wB97M-V/def2-TZVPD" spin_multiplicity=1 max_force_ev_per_a=3.7 gap_ev=8.272 e_homo_ev=-8.5
C -11.948 7.431 -2.910
O -12.420 7.971 -4.110
H -11.305 6.586 -3.155
H -11.373 8.051 -2.223
H -12.752 6.976 -2.331
H -12.796 8.814 -3.847
C -11.105 -1.357 1.122
O -9.818 -1.832 0.652
H -11.886 -1.373 0.362
H -11.408 -1.955 1.981
H -10.964 -0.317 1.419
H -9.488 -1.194 0.015
C -6.653 3.753 1.557
O -6.876 2.926 0.458
H -7.408 4.537 1.501
H -6.760 3.222 2.502
H -5.650 4.179 1.558
H -6.959 3.347 -0.401
C -10.976 7.636 1.496
O -12.290 7.862 0.978
H -10.681 6.690 1.042
H -10.343 8.509 1.340
H -11.130 7.470 2.562
H -12.882 7.176 1.295
C -15.658 -0.638 -0.824
O -14.315 -0.929 -0.677
H -16.270 -1.009 -0.001
H -15.899 0.424 -0.873
H -16.135 -1.118 -1.678
H -13.864 -0.279 -1.221
C -8.101 0.421 2.547
C -8.397 0.878 4.026
O -9.808 0.779 4.343
O -6.808 0.405 2.196
H -8.653 0.990 1.799
H -8.463 -0.606 2.496
H -7.784 1.774 4.127
H -7.953 0.150 4.705
H -10.268 1.571 4.057
H -6.693 0.948 1.413
C -11.131 -1.152 -4.088
C -11.171 -0.159 -2.908
O -12.462 0.285 -2.660
O -11.442 -0.489 -5.337
H -11.766 -1.974 -3.758
H -10.077 -1.388 -4.239
H -10.529 0.696 -3.117
H -10.754 -0.582 -1.994
H -12.767 0.725 -3.457
H -11.264 0.452 -5.261
C -8.566 5.047 -3.068
C -7.053 4.780 -3.096
O -6.787 3.756 -2.119
O -9.346 4.072 -3.733
H -8.725 6.009 -3.556
H -8.825 5.199 -2.020
H -6.486 5.660 -2.794
H -6.669 4.335 -4.015
H -5.903 3.446 -2.325
H -9.076 4.197 -4.646
C -15.449 5.316 3.890
C -15.066 6.224 2.810
O -13.914 5.831 2.035
O -15.707 4.007 3.411
H -16.334 5.675 4.415
H -14.765 5.340 4.739
H -14.752 7.147 3.297
H -15.898 6.448 2.144
H -14.150 5.058 1.517
H -16.056 3.548 4.179
C -11.602 5.177 -6.136
C -12.376 3.910 -5.701
O -12.620 3.975 -4.316
O -12.467 6.285 -6.283
H -11.117 5.030 -7.101
H -10.815 5.377 -5.408
H -11.743 3.064 -5.969
H -13.337 3.769 -6.197
H -12.988 3.121 -4.078
H -12.463 6.841 -5.500
C -15.385 4.161 -0.520
C -16.855 4.330 -0.033
O -17.485 3.036 0.076
O -14.519 3.669 0.439
H -14.977 5.126 -0.821
H -15.354 3.398 -1.297
H -17.359 5.029 -0.700
H -16.830 4.688 0.997
H -17.184 2.636 0.895
H -13.845 3.161 -0.018
C -8.995 1.592 -6.346
C -8.857 2.941 -7.163
O -8.408 4.069 -6.324
O -9.915 1.776 -5.323
H -8.056 1.383 -5.834
H -9.248 0.778 -7.026
H -9.752 3.222 -7.718
H -8.086 2.829 -7.925
H -7.933 4.679 -6.892
H -9.635 2.514 -4.777
C -11.512 3.611 -0.765
C -10.195 2.946 -0.376
O -9.526 2.350 -1.441
O -12.469 2.566 -1.098
H -11.311 4.222 -1.646
H -12.012 4.239 -0.028
H -10.338 2.212 0.417
H -9.538 3.758 -0.064
H -9.377 3.031 -2.100
H -12.041 1.904 -1.647
C -7.079 0.024 -3.207
C -7.020 -0.046 -1.649
O -8.349 -0.024 -1.087
O -5.793 0.021 -3.793
H -7.613 0.906 -3.563
H -7.657 -0.831 -3.558
H -6.352 0.769 -1.369
H -6.479 -0.926 -1.301
H -8.707 0.852 -1.251
H -6.009 -0.178 -4.707
C -11.893 3.458 3.576
C -10.922 4.506 3.011
O -9.662 3.962 2.943
O -11.607 3.065 4.900
H -11.902 2.549 2.974
H -12.918 3.827 3.600
H -10.923 5.419 3.607
H -11.125 4.762 1.971
H -9.115 4.409 3.592
H -11.982 3.754 5.454


No. 3
208
Properties=species:S:1:pos:R:3 method="wB97M-V/def2-TZVPD" spin_multiplicity=1 max_force_ev_per_a=6.1 gap_ev=9.227 e_homo_ev=-9.2
C -20.547 -6.549 15.130
O -20.898 -6.199 16.229
N -20.362 -5.717 14.106
N -20.397 -7.951 15.011
H -20.107 -4.804 14.532
H -19.908 -5.930 13.214
H -20.312 -8.399 15.897
H -19.790 -8.265 14.250
C -19.675 -15.505 9.520
O -18.845 -15.009 10.306
N -19.303 -16.613 8.726
N -20.812 -14.716 9.217
H -18.602 -17.220 9.142
H -19.995 -17.299 8.394
H -20.499 -13.837 9.552
H -21.293 -14.666 8.327
C -25.496 -15.358 8.012
O -25.846 -16.333 7.387
N -26.088 -14.953 9.101
N -24.328 -14.719 7.623
H -26.088 -13.972 9.310
H -26.971 -15.409 9.254
H -24.146 -14.958 6.668
H -24.133 -13.737 7.889
C -21.634 -13.395 17.620
O -22.317 -12.421 17.969
N -20.841 -13.992 18.529
N -21.868 -14.004 16.485
H -20.488 -13.368 19.262
H -20.183 -14.688 18.225
H -21.284 -14.778 16.144
H -22.472 -13.568 15.807
C -23.949 -11.913 10.371
O -24.489 -12.092 9.271
N -23.710 -12.985 11.007
N -23.663 -10.707 10.774
H -24.165 -13.827 10.722
H -23.461 -12.969 11.999
H -24.136 -9.915 10.385
H -23.326 -10.598 11.699
C -22.882 -10.634 14.475
O -22.488 -10.979 13.375
N -22.226 -10.907 15.599
N -23.948 -9.925 14.565
H -21.226 -11.055 15.514
H -22.610 -10.974 16.540
H -24.117 -9.330 15.373
H -24.313 -9.402 13.776
C -22.471 -17.680 10.509
O -22.703 -18.887 10.574
N -23.099 -16.865 9.698
N -21.400 -17.150 11.243
H -22.697 -16.008 9.382
H -23.588 -17.330 8.912
H -21.439 -16.176 11.542
H -21.286 -17.715 12.083
C -15.970 -15.027 13.775
O -16.249 -16.228 13.777
N -15.370 -14.581 14.833
N -16.409 -14.220 12.730
H -14.614 -15.270 14.942
H -15.035 -13.654 14.612
H -16.439 -13.218 12.779
H -16.904 -14.796 12.070
C -18.965 -14.067 5.156
O -19.373 -12.947 5.154
N -18.794 -14.765 4.037
N -18.742 -14.672 6.352
H -18.344 -15.667 4.107
H -19.233 -14.378 3.209
H -18.059 -15.401 6.425
H -18.712 -13.919 7.069
C -19.872 -7.923 11.582
O -20.035 -6.774 11.295
N -18.740 -8.324 12.257
N -20.688 -8.922 11.289
H -18.183 -9.083 11.845
H -17.996 -7.650 12.420
H -20.545 -9.843 11.689
H -21.583 -8.718 10.825
C -21.038 -7.251 7.293
O -19.894 -7.054 7.042
N -21.390 -8.564 7.786
N -21.890 -6.146 7.102
H -20.613 -9.187 7.945
H -22.309 -8.826 8.077
H -22.848 -6.232 7.447
H -21.296 -5.315 7.154
C -15.949 -10.291 14.285
O -16.651 -11.263 13.985
N -14.682 -10.344 14.034
N -16.440 -9.159 14.829
H -14.285 -11.217 13.745
H -14.107 -9.614 14.381
H -15.906 -8.308 14.895
H -17.456 -9.195 14.759
C -14.397 -18.334 10.923
O -15.086 -19.298 11.163
N -13.327 -18.523 10.110
N -14.685 -17.163 11.475
H -12.604 -17.873 9.886
H -13.495 -19.341 9.533
H -13.979 -16.474 11.753
H -15.454 -17.171 12.151
C -15.957 -7.632 10.312
O -15.385 -6.794 11.001
N -17.145 -7.356 9.745
N -15.597 -8.928 10.249
H -17.624 -7.993 9.104
H -17.482 -6.422 9.918
H -16.036 -9.518 9.546
H -14.754 -9.147 10.710
C -25.477 -8.469 8.270
O -24.420 -8.280 8.820
N -26.125 -9.621 8.510
N -26.057 -7.444 7.747
H -26.968 -9.911 8.031
H -25.592 -10.399 8.869
H -25.446 -6.630 7.762
H -26.828 -7.494 7.102
C -12.933 -12.994 12.464
O -12.658 -13.047 13.636
N -13.388 -14.128 11.916
N -12.883 -11.788 11.845
H -13.894 -13.949 11.083
H -13.881 -14.583 12.652
H -12.987 -11.766 10.828
H -12.447 -11.005 12.348
C -24.214 -6.488 13.131
O -24.919 -6.921 14.026
N -24.500 -5.192 12.627
N -23.284 -7.298 12.523
H -23.726 -4.564 12.470
H -25.033 -4.766 13.402
H -22.475 -7.059 11.930
H -23.129 -8.136 13.084
C -18.486 -11.734 16.415
O -19.294 -10.878 16.064
N -17.569 -11.446 17.328
N -18.638 -12.972 15.941
H -17.149 -12.105 17.967
H -17.805 -10.489 17.625
H -18.111 -13.804 16.171
H -19.541 -13.116 15.495
C -15.063 -12.711 8.325
O -14.651 -12.593 9.484
N -14.601 -11.880 7.447
N -15.796 -13.780 8.000
H -13.919 -11.264 7.889
H -14.798 -11.994 6.476
H -16.609 -13.627 7.413
H -16.093 -14.201 8.863
C -23.955 -14.724 13.865
O -23.059 -13.876 13.929
N -25.212 -14.406 13.649
N -23.660 -15.986 14.001
H -25.998 -15.033 13.791
H -25.422 -13.396 13.704
H -22.700 -16.160 14.291
H -24.362 -16.710 13.916
C -13.788 -8.956 6.552
O -13.155 -9.483 5.681
N -13.271 -9.043 7.899
N -15.096 -8.478 6.324
H -13.614 -8.583 8.753
H -12.273 -8.896 7.810
H -15.179 -8.047 5.410
H -15.490 -7.952 7.087
C -18.172 -10.841 7.492
O -17.524 -10.138 8.274
N -19.079 -11.686 7.969
N -17.889 -10.758 6.162
H -19.324 -11.743 8.955
H -19.825 -12.064 7.369
H -17.361 -9.924 5.920
H -18.646 -11.077 5.577
C -20.466 -9.190 19.666
O -20.447 -8.459 20.609
N -20.288 -8.735 18.349
N -20.897 -10.469 19.705
H -20.366 -7.733 18.208
H -20.557 -9.320 17.592
H -21.283 -10.748 20.599
H -21.281 -10.950 18.884
C -19.215 -16.499 14.635
O -20.035 -15.991 15.390
N -18.470 -17.426 15.102
N -19.311 -16.122 13.346
H -17.493 -17.401 14.841
H -18.587 -17.391 16.102
H -18.488 -16.120 12.760
H -19.799 -15.215 13.366
C -19.145 -11.924 11.417
O -20.003 -12.069 10.538
N -17.956 -11.501 11.134
N -19.520 -12.057 12.712
H -17.825 -11.398 10.129
H -17.127 -11.579 11.708
H -18.939 -11.513 13.330
H -20.521 -12.076 12.912
C -22.503 -11.798 6.209
O -21.805 -12.543 6.831
N -23.721 -11.548 6.582
N -21.900 -11.140 5.197
H -24.065 -11.886 7.494
H -24.165 -10.721 6.219
H -20.956 -11.456 4.995
H -22.392 -10.681 4.441


The following energy relative to the best compared isomer or geometry (same formula, charge and spin) values (in kcal/mol) correspond, in order, to the records above: 635.0 60.4 151.7.